Density functional theory data (ωB97M-V/def2-TZVPD) for C36H38F17N3O6 in the gas phase.

Output
- E_LUMO: 0.59 eV
- Kohn-Sham gap: 9.244 eV
- E: -100904.8196 eV
- Energy above the lowest of the compared OMol25 structures with the same formula, charge and spin: 7.4 kJ/mol

Last column: natural (NBO) charge in e.
Geometry (Å):
C -3.1646 -6.1247 0.0444  -0.612
H -3.1218 -7.0433 -0.5335  0.218
C -2.1685 -5.1187 -0.5170  -0.223
N -2.2000 -3.8779 0.2333  -0.471
C -1.3079 -3.5915 1.2420  0.723
O -0.4151 -4.3108 1.5962  -0.564
C -1.6617 -2.2204 1.8037  -0.326
C -2.7401 -1.6888 0.8657  -0.330
C -3.0875 -2.8678 -0.0359  0.724
O -3.9608 -2.9138 -0.8616  -0.573
H -3.6374 -1.3279 1.3690  0.252
C -2.0951 -0.5451 0.0438  0.141
N -0.7501 -0.4048 0.5952  -0.486
C 0.1778 0.2370 -0.1386  0.733
O -0.1387 0.8889 -1.1288  -0.671
C 1.6198 0.0084 0.2419  -0.321
N 1.9592 -1.3547 -0.1787  -0.653
H 1.1770 -1.7602 -0.6867  0.377
C 3.1435 -1.4733 -1.0184  -0.038
C 3.5200 -2.9566 -1.1145  -0.403
C 2.5422 -3.7457 -1.9818  -0.392
C 2.4472 -3.1346 -3.3758  -0.402
C 2.0103 -1.6765 -3.2807  -0.410
C 2.9897 -0.8753 -2.4272  -0.418
H 2.6499 0.1606 -2.3592  0.212
H 3.9703 -0.8723 -2.9082  0.201
H 1.0100 -1.6264 -2.8453  0.212
H 1.9597 -1.2346 -4.2790  0.204
H 1.7353 -3.6988 -3.9823  0.204
H 3.4234 -3.1899 -3.8646  0.190
H 1.5543 -3.7478 -1.5178  0.195
H 2.8773 -4.7830 -2.0505  0.208
H 3.5442 -3.3777 -0.1086  0.218
H 4.5217 -3.0330 -1.5428  0.198
H 3.9476 -0.9419 -0.4931  0.192
H 1.7742 0.1167 1.3211  0.210
H 2.2317 0.7537 -0.2725  0.220
C -0.4571 -1.2640 1.7346  -0.002
C -0.2473 -0.4696 3.0026  -0.107
C 0.9024 -0.6558 3.7553  -0.126
C 1.1264 0.0634 4.9166  -0.324
C 0.1905 0.9982 5.3471  0.313
C -0.9709 1.1855 4.5943  -0.240
C -1.1836 0.4586 3.4446  -0.192
H -2.0905 0.6165 2.8842  0.204
H -1.6920 1.9108 4.9361  0.226
O 0.3016 1.7614 6.4636  -0.492
C 1.4361 1.6008 7.2826  -0.253
H 1.5072 0.5801 7.6712  0.178
H 1.2991 2.2933 8.1110  0.203
H 2.3550 1.8559 6.7471  0.179
H 2.0333 -0.1108 5.4726  0.222
H 1.6367 -1.3802 3.4352  0.214
H 0.4500 -1.8456 1.5353  0.253
C -2.9147 0.7379 0.0964  -0.633
H -2.4184 1.5153 -0.4740  0.251
H -3.0247 1.0779 1.1221  0.206
H -3.8962 0.5567 -0.3323  0.231
C -1.8926 -1.0198 -1.4120  0.840
O -1.0480 -1.8370 -1.6943  -0.657
O -2.7481 -0.4822 -2.2497  -0.509
C -2.6404 -0.7910 -3.6406  -0.080
H -3.5894 -1.2446 -3.9368  0.204
C -2.3938 0.5037 -4.4117  -0.409
H -2.4560 0.3062 -5.4819  0.219
H -3.1747 1.2150 -4.1399  0.223
C -1.0242 1.0784 -4.0436  -0.504
C -0.8585 2.5327 -4.4602  0.660
F -1.9900 3.2614 -4.3070  -0.330
F -0.5568 2.6323 -5.7790  -0.327
C 0.2873 3.2351 -3.6587  0.587
F 0.8113 4.2553 -4.3652  -0.301
F 1.2932 2.3614 -3.4804  -0.305
C -0.2210 3.8369 -2.3037  0.586
F -0.6769 5.0780 -2.5599  -0.298
F -1.2703 3.1558 -1.8248  -0.299
C 0.8766 3.9845 -1.1979  0.595
F 1.7286 2.9554 -1.1661  -0.291
F 1.6035 5.0806 -1.4803  -0.301
C 0.2575 4.1446 0.2297  0.591
F -0.3276 2.9990 0.6068  -0.300
F -0.6966 5.0863 0.2237  -0.294
C 1.3372 4.5508 1.2932  0.586
F 1.3756 5.8888 1.3826  -0.295
F 2.5619 4.1463 0.9231  -0.295
C 1.0407 3.9354 2.6974  0.562
F 1.3546 2.6292 2.6713  -0.296
F -0.2610 4.0388 3.0009  -0.294
C 1.8669 4.6294 3.8277  0.924
F 1.9296 3.8457 4.8948  -0.300
F 3.1113 4.8831 3.4393  -0.302
F 1.2994 5.7738 4.1816  -0.297
H -0.2243 0.5137 -4.5267  0.236
H -0.8788 1.0093 -2.9642  0.275
H -1.8259 -1.5070 -3.7871  0.209
H -2.0012 -2.3388 2.8347  0.259
H -1.1491 -5.5044 -0.4496  0.230
H -2.4086 -4.8795 -1.5552  0.223
H -4.1739 -5.7239 -0.0102  0.217
H -2.9276 -6.3523 1.0810  0.212

***

Density functional theory data (ωB97M-V/def2-TZVPD) for a molecular structure, C14H20B3FN2O3S.

Output
- E_LUMO: -7.64 eV
- Kohn-Sham gap: 7.145 eV
- Net charge: +2
- E: -39539.7428 eV

Last column: natural (NBO) charge in e.
Geometry (Å):
F 5.4830 -2.7348 3.1093  -0.378
C 6.4350 -2.7456 2.0850  0.070
C 5.7434 -2.3453 0.7922  -0.841
B 4.2358 -2.7181 0.8990  1.216
O 3.7763 -3.9876 1.1962  -0.886
B 2.9401 -4.0037 2.2934  0.996
O 2.0784 -2.9266 2.5120  -0.921
B 2.6048 -1.7197 2.0773  0.875
S 2.4802 -0.2423 3.0917  -0.159
O 3.2351 -1.7198 0.8453  -0.922
H 6.8834 -3.7325 2.0270  0.185
H 7.2182 -2.0387 2.3393  0.186
H 6.1925 -2.8352 -0.0718  0.270
H 5.8280 -1.2699 0.6455  0.239
H 2.9678 -4.9277 3.0295  -0.076
H 3.1973 0.5435 2.2858  0.163
C -4.7687 5.5765 -2.6189  -0.412
N -4.1354 4.3219 -2.1388  -0.240
C -3.8871 3.3414 -3.0225  0.105
C -3.2769 2.1749 -2.6294  -0.198
C -2.9037 2.0073 -1.2978  0.043
C -3.1857 3.0326 -0.4009  -0.211
C -3.8041 4.1788 -0.8474  0.120
C -2.2093 0.7739 -0.8423  0.030
C -0.9693 0.8487 -0.2194  -0.202
C -0.3574 -0.3035 0.2257  0.114
N -0.9483 -1.4956 0.0699  -0.237
C -2.1390 -1.5963 -0.5428  0.116
C -2.7896 -0.4812 -1.0118  -0.212
C -0.3029 -2.7282 0.5931  -0.422
H -5.7138 5.3308 -3.0952  0.250
H -4.0971 6.0538 -3.3275  0.250
H -4.9409 6.2329 -1.7735  0.244
H -4.1838 3.5225 -4.0459  0.258
H -3.0823 1.4126 -3.3709  0.264
H -2.9374 2.9483 0.6478  0.266
H -4.0414 4.9985 -0.1854  0.256
H -0.4638 1.7938 -0.0781  0.261
H 0.6045 -0.2875 0.7210  0.266
H -2.5539 -2.5899 -0.6359  0.256
H -3.7534 -0.6001 -1.4868  0.263
H -0.1830 -3.4292 -0.2292  0.244
H -0.9447 -3.1448 1.3653  0.248
H 0.6690 -2.4888 1.0209  0.265

***

Density functional theory data (ωB97M-V/def2-TZVPD) for C10H25NSi in the gas phase at a distorted geometry.

Output
- E_LUMO (alpha / beta): 0.69 / -3.53 eV
- Kohn-Sham gap (alpha / beta): 3.172 / 6.638 eV
- 2S+1: 3
- ⟨S²⟩: 2.0070
- E: -20135.6763 eV
- Energy above the lowest of the compared OMol25 structures with the same formula, charge and spin: 211.7 kJ/mol

Last column: natural (NBO) charge in e.
Geometry (Å):
C -0.2070 -0.6414 2.7667  -0.614
C -1.9006 0.6262 1.4593  -0.636
C -1.5950 -1.8969 1.2749  -0.603
C -0.8469 -1.6922 -2.2520  -0.618
C -0.6171 0.5833 -2.4895  -0.664
C 1.3880 -0.8180 -2.5390  -0.630
C 0.6888 2.5509 1.0915  -0.687
C 2.5825 1.4095 0.4947  -0.730
C -0.9069 -0.5619 1.4294  -0.499
C 0.0677 -0.4882 -1.8158  -0.361
N 1.2189 1.2068 0.7567  -0.454
Si 0.5115 -0.2863 0.1890  1.464
H 0.3965 -1.4922 2.9207  0.216
H 0.4672 0.2439 2.7678  0.189
H -0.8796 -0.5489 3.6143  0.220
H -2.2853 1.0247 0.5677  0.221
H -1.5083 1.4378 2.1807  0.214
H -2.8947 0.2884 1.9378  0.215
H -2.1845 -2.0811 2.1854  0.214
H -2.2815 -1.7934 0.4248  0.210
H -0.8543 -2.6944 1.1986  0.213
H -0.8076 -2.6838 -1.7397  0.217
H -1.8128 -1.4343 -1.9595  0.203
H -0.7532 -1.7317 -3.3605  0.219
H -0.1315 1.6616 -2.3967  0.208
H -1.5699 0.8150 -1.9723  0.202
H -0.7963 0.2564 -3.5493  0.211
H 2.2338 -0.2380 -2.3821  0.212
H 1.5521 -1.8634 -2.1621  0.203
H 1.2944 -0.8843 -3.6360  0.214
H -0.4175 2.8297 1.0834  0.244
H 1.0714 2.8250 2.0047  0.227
H 1.2158 3.0983 0.3116  0.210
H 3.0813 0.3408 0.4742  0.221
H 2.8126 1.9846 -0.3726  0.244
H 3.1338 2.0290 1.2880  0.252
H 1.5343 -1.3814 0.2053  -0.166

***

Density functional theory data (ωB97M-V/def2-TZVPD) for 11 unconnected molecules or ions with the total composition C94H82N6O10 at a distorted geometry.

Output
- E_LUMO: -1.80 eV
- Kohn-Sham gap: 7.371 eV
- SMILES: O=C1c2ccccc2C(=O)c2ccccc21.O=C1c2ccccc2C(=O)c2ccccc21.O=C1c2ccccc2C(=O)c2ccccc21.O=C1c2ccccc2C(=O)c2ccccc21.O=C1c2ccccc2C(=O)c2ccccc21.CCCC#N.CCCC#N.CCCC#N.CCCC#N.CCCC#N.CCCC#N
- E: -128221.5085 eV
- Energy above the lowest of the compared OMol25 structures with the same formula, charge and spin: 269.8 kJ/mol

Last column: Löwdin charge in e.
Geometry (Å):
O 2.8201 -23.3990 22.5447  0.056
C 3.0137 -23.3820 23.8045  -0.236
C 1.8739 -23.1540 24.8036  -0.041
C 0.5809 -22.7938 24.2945  0.026
C -0.3533 -22.3901 25.2334  -0.083
C -0.1737 -22.3668 26.5975  -0.057
C 1.0973 -22.8313 27.0700  0.008
C 2.0861 -23.1984 26.2105  -0.138
C 3.3503 -23.5754 26.7928  -0.237
O 3.5682 -23.6564 28.0410  0.051
C 4.5203 -23.7671 25.8231  -0.071
C 5.8092 -23.9533 26.2825  -0.012
C 6.9140 -24.1408 25.4142  -0.053
C 6.7154 -24.0651 24.0393  -0.065
C 5.4566 -23.6996 23.5722  -0.004
C 4.3330 -23.5794 24.4086  -0.109
H 0.3236 -22.8029 23.2456  0.122
H -1.2772 -22.0232 24.8112  0.100
H -0.8946 -22.1507 27.3721  0.072
H 1.3559 -22.8846 28.1172  0.121
H 6.0336 -23.8571 27.3345  0.114
H 7.9303 -24.2090 25.7731  0.101
H 7.5462 -24.2003 23.3626  0.104
H 5.3637 -23.5055 22.5139  0.118
O 4.6438 -17.6999 29.4606  0.080
C 4.6413 -18.2971 28.3894  -0.255
C 3.3369 -18.6890 27.7698  -0.074
C 2.1719 -18.2831 28.4709  -0.006
C 0.9389 -18.6039 27.9381  -0.054
C 0.9302 -19.3564 26.7364  -0.054
C 2.0487 -19.7317 26.0539  0.004
C 3.3254 -19.4430 26.5914  -0.062
C 4.5519 -20.0176 25.9436  -0.184
O 4.5075 -20.7725 24.9133  0.069
C 5.8820 -19.5914 26.5803  -0.049
C 7.0861 -20.0071 25.9136  0.002
C 8.3255 -19.7128 26.5176  -0.023
C 8.3226 -18.9745 27.7703  -0.062
C 7.1808 -18.5910 28.3774  -0.046
C 5.9532 -18.7523 27.7383  -0.060
H 2.1553 -17.7359 29.4018  0.100
H -0.0025 -18.2253 28.3081  0.094
H -0.0684 -19.5690 26.3843  0.099
H 2.0054 -20.3011 25.1372  0.118
H 7.0544 -20.5726 24.9940  0.109
H 9.2496 -20.0888 26.1041  0.097
H 9.2318 -18.8063 28.3285  0.103
H 7.2220 -18.2506 29.4015  0.122
O -5.7912 -17.8057 18.7483  0.040
C -6.5246 -18.8167 19.0492  -0.228
C -6.5991 -20.0463 18.1973  -0.061
C -5.8703 -20.1773 16.9937  -0.004
C -5.9803 -21.2887 16.2055  -0.081
C -6.7060 -22.3668 16.6063  -0.077
C -7.4335 -22.3124 17.7750  -0.005
C -7.4117 -21.1686 18.5972  -0.054
C -8.2899 -21.1840 19.8226  -0.231
O -9.0988 -22.1138 20.1281  0.062
C -8.2425 -19.9139 20.5848  -0.109
C -9.0846 -19.7946 21.6592  -0.010
C -9.1388 -18.6546 22.4859  -0.031
C -8.2882 -17.6110 22.1739  -0.088
C -7.4863 -17.6479 21.0823  0.008
C -7.4949 -18.7941 20.1795  -0.053
H -5.4151 -19.2643 16.6392  0.118
H -5.4993 -21.3672 15.2417  0.111
H -6.8151 -23.2500 15.9943  0.111
H -7.9520 -23.2227 18.0377  0.119
H -9.7416 -20.6098 21.9240  0.097
H -9.7674 -18.6079 23.3628  0.081
H -8.1320 -16.8256 22.8985  0.096
H -6.8742 -16.7946 20.8302  0.113
O -3.5030 -21.3070 26.1136  0.054
C -4.5826 -20.7084 26.3533  -0.255
C -4.6145 -19.4795 27.1285  -0.080
C -3.4261 -18.8343 27.5666  0.030
C -3.4619 -17.6756 28.3522  -0.073
C -4.6207 -17.1722 28.7652  -0.059
C -5.7960 -17.8615 28.4340  -0.009
C -5.8288 -18.9113 27.5635  -0.118
C -7.0793 -19.4575 27.0915  -0.238
O -8.1840 -19.0665 27.5470  0.058
C -7.0828 -20.5174 25.9833  -0.051
C -8.2646 -20.9893 25.3578  0.012
C -8.1800 -21.9551 24.3884  -0.083
C -7.0124 -22.5684 24.1179  -0.059
C -5.8060 -22.1680 24.7063  0.027
C -5.8571 -21.1179 25.6514  -0.075
H -2.4842 -19.3390 27.4104  0.104
H -2.5395 -17.1855 28.6267  0.092
H -4.7373 -16.3005 29.3919  0.079
H -6.7376 -17.4141 28.7164  0.098
H -9.1890 -20.4609 25.5390  0.105
H -9.0967 -22.3235 23.9522  0.112
H -7.0286 -23.3312 23.3536  0.116
H -4.9006 -22.6326 24.3447  0.109
O -1.7300 -21.3264 29.3637  0.066
C -2.3184 -20.5957 30.1807  -0.237
C -1.5977 -19.5674 31.0089  -0.061
C -0.1999 -19.4119 30.9404  -0.016
C 0.5068 -18.5072 31.7232  -0.058
C -0.1778 -17.6167 32.5775  -0.040
C -1.5615 -17.7612 32.6685  -0.005
C -2.2526 -18.7228 31.9265  -0.085
C -3.7129 -18.8318 32.1968  -0.286
O -4.2427 -18.1804 33.0560  0.110
C -4.4621 -19.8208 31.3137  -0.064
C -5.8296 -20.0065 31.4633  -0.014
C -6.5499 -20.9585 30.7377  -0.044
C -5.9417 -21.6899 29.7200  -0.038
C -4.5778 -21.5163 29.4969  -0.007
C -3.8323 -20.6354 30.3375  -0.059
H 0.3969 -19.9849 30.2462  0.109
H 1.5865 -18.4835 31.7259  0.108
H 0.4412 -16.9220 33.1259  0.106
H -2.0901 -17.0232 33.2536  0.114
H -6.3860 -19.3996 32.1622  0.112
H -7.5952 -21.1818 30.8922  0.109
H -6.4904 -22.3828 29.0993  0.118
H -4.0413 -22.0933 28.7583  0.096
C -6.1215 -13.5414 27.1924  -0.111
C -7.2786 -14.2108 26.5095  -0.271
C -7.6079 -15.6339 26.8145  -0.194
C -8.7767 -16.1879 26.0971  -0.161
N -9.7519 -16.6015 25.5522  0.172
H -5.6524 -12.7403 26.6212  0.073
H -5.3131 -14.2458 27.3885  0.060
H -6.3487 -12.9910 28.1054  0.066
H -7.2403 -14.0167 25.4377  0.114
H -8.1219 -13.6020 26.8357  0.116
H -7.8175 -15.6139 27.8840  0.102
H -6.8421 -16.3631 26.5498  0.110
C -12.7978 -17.7757 27.6209  -0.111
C -12.1006 -18.8364 26.8103  -0.294
C -12.5205 -18.7575 25.3602  -0.227
C -12.2287 -19.9462 24.5131  -0.184
N -11.8340 -20.8513 23.8562  0.138
H -12.7447 -18.0610 28.6716  0.048
H -13.8640 -17.6862 27.4127  0.073
H -12.3468 -16.8193 27.3564  0.072
H -12.5369 -19.8002 27.0729  0.110
H -11.0122 -18.7783 26.8037  0.084
H -12.1968 -17.8348 24.8787  0.102
H -13.6084 -18.6947 25.3363  0.110
C -5.0256 -12.2317 32.5383  -0.101
C -4.1509 -13.4465 32.2168  -0.263
C -4.9723 -14.7139 32.2605  -0.179
C -6.0408 -14.8244 31.2280  -0.197
N -6.8672 -14.9697 30.4901  0.192
H -5.4078 -12.3124 33.5559  0.073
H -5.9452 -12.1112 31.9657  0.072
H -4.4679 -11.2984 32.4611  0.072
H -3.3362 -13.4933 32.9394  0.112
H -3.7268 -13.4149 31.2132  0.061
H -5.3193 -14.7830 33.2915  0.124
H -4.3905 -15.6254 32.1234  0.094
C -10.7840 -16.6685 31.9034  -0.108
C -9.4218 -16.8755 31.3012  -0.262
C -9.2669 -18.3862 31.1966  -0.199
C -10.2398 -19.2124 30.4245  -0.188
N -11.0621 -19.8395 29.8094  0.152
H -11.0314 -17.2888 32.7649  0.083
H -11.5214 -16.9449 31.1498  0.071
H -10.8730 -15.5949 32.0691  0.078
H -8.5527 -16.5160 31.8522  0.088
H -9.3509 -16.3772 30.3344  0.099
H -9.5553 -18.8674 32.1311  0.115
H -8.2553 -18.6907 30.9281  0.081
C -3.0431 -24.9097 29.9060  -0.092
C -3.4317 -25.3270 28.4294  -0.217
C -2.5269 -24.5816 27.4248  -0.197
C -2.8480 -24.8956 26.0290  -0.220
N -3.0301 -25.1363 24.8964  0.140
H -2.1651 -25.3683 30.3608  0.073
H -3.9359 -25.2111 30.4539  0.065
H -2.9968 -23.8366 30.0914  0.041
H -4.4981 -25.1752 28.2628  0.105
H -3.2203 -26.3962 28.4468  0.106
H -1.4988 -24.8541 27.6635  0.125
H -2.7101 -23.5087 27.4838  0.078
C 0.3694 -12.3823 30.6427  -0.084
C 0.8539 -13.2392 29.4480  -0.237
C 0.0450 -14.5447 29.2108  -0.178
C -1.4467 -14.4059 29.2179  -0.171
N -2.6288 -14.2708 29.2753  0.159
H 0.8378 -11.4041 30.5339  0.073
H 0.5979 -12.8753 31.5876  0.075
H -0.7109 -12.2725 30.5477  0.059
H 1.8510 -13.6722 29.5274  0.103
H 0.9683 -12.6423 28.5431  0.107
H 0.2127 -15.3229 29.9554  0.103
H 0.3517 -14.9861 28.2625  0.112